Density functional theory data (wB97M-V/def2-TZVPD) for a molecular structure, C5H12MgO3Y in a non-equilibrium geometry.

The geometry in ORCA input format:
```
! wB97M-V def2-TZVPD RIJCOSX def2/J DEFGRID3
* xyz 1 1
O 2.162 1.310 0.517
Mg 3.884 0.483 -0.136
C -2.546 1.855 -1.408
O -1.804 1.100 -0.478
C -2.580 0.213 0.398
C -1.597 -0.637 1.144
C -1.214 -1.910 0.451
O -0.062 -1.601 -0.405
C 0.401 -2.644 -1.231
Y 0.195 0.495 0.146
H -1.844 2.487 -1.963
H -3.076 1.190 -2.109
H -3.281 2.488 -0.888
H -3.264 -0.343 -0.272
H -3.182 0.853 1.062
H -1.810 -0.748 2.209
H 2.228 2.077 1.117
H -1.981 -2.330 -0.228
H -0.899 -2.693 1.157
H 1.332 -2.305 -1.702
H 0.620 -3.545 -0.637
H -0.357 -2.892 -1.991
*
```

Calculated values
- Gap between HOMO and LUMO: 4.8 eV
- Total energy: -661.60273 hartree